Record 1
This record from the Open Molecules 2025 dataset describes a cluster of 2 separate species, C18H27FIN3OSi in total. The level of theory is wB97M-V/def2-TZVPD.

Geometry as XYZ:
```
52
Properties=species:S:1:pos:R:3:forces:R:3
N 1.622401 1.429089 -1.060819 -0.74 0.33 0.06
C 0.342671 2.008567 -0.554014 0.00 0.13 1.06
N -0.601241 2.409638 -1.651430 0.69 0.46 0.45
N 0.732740 3.242629 0.233349 0.18 -1.21 -0.61
C -0.390982 1.019552 0.522497 0.60 0.25 0.18
Si -1.958418 0.164247 -0.183866 -0.12 0.19 0.26
C -3.594842 1.035817 0.377431 -0.06 0.35 0.13
C -4.887347 0.281260 -0.244799 0.04 0.40 0.93
C -5.629356 1.137618 -1.389877 0.50 -0.25 0.59
I -6.475245 -0.324431 -2.823741 0.25 0.81 0.49
C -1.971099 -1.698221 0.392602 -0.25 0.50 1.38
O -2.248392 -2.608768 -0.716007 1.97 -0.04 -0.70
C -1.066107 -2.900801 -1.453660 3.08 -1.27 -1.08
C -0.112729 -3.976402 -0.865294 1.14 1.82 -3.39
C 1.209938 -4.296937 -1.616937 -2.27 2.47 -1.14
C 1.586560 -3.578799 -2.928859 -3.08 0.92 1.36
C 0.621714 -2.523396 -3.551316 -0.82 -2.25 3.82
C -0.695849 -2.215726 -2.786197 1.91 -1.64 0.73
H 2.032224 2.103557 -1.737359 -0.42 -0.78 0.63
H 1.479107 0.510959 -1.511871 -0.01 0.78 0.24
H -0.458639 1.826563 -2.491344 -0.07 0.39 0.78
H -0.385690 3.386950 -1.912405 -0.05 -0.77 0.19
H -0.112744 3.640084 0.665811 0.57 -0.36 -0.20
H 1.355995 2.868276 0.985684 -0.82 0.79 -0.81
H 0.362428 0.276263 0.987534 -1.12 1.09 -0.89
H -0.722104 1.688512 1.405966 0.46 -1.04 -1.41
H -1.983807 0.179133 -1.666065 0.07 -0.21 0.13
H -3.576136 2.139016 0.030468 0.03 -1.67 0.73
H -3.571132 0.998635 1.534344 -0.36 0.24 -1.77
H -4.544849 -0.740944 -0.619645 -0.72 1.37 0.29
H -5.622488 0.112119 0.629405 0.98 0.09 -1.58
H -6.520594 1.732304 -0.983813 1.49 -0.87 -0.66
H -4.902575 1.805082 -1.974019 -1.18 -1.08 0.85
H -1.009285 -1.963424 0.970093 -1.33 0.15 -1.04
H -2.826982 -1.775431 1.163454 1.13 -0.32 -1.28
H -0.382990 -4.517805 0.097867 0.39 0.88 -1.50
H 1.922866 -5.063696 -1.178001 -1.09 1.12 -0.69
H 2.568246 -3.833092 -3.446496 -1.56 0.40 0.82
H 0.858844 -2.000309 -4.539432 -0.42 -0.88 1.70
H -1.394662 -1.449578 -3.253916 0.93 -1.23 0.89
F 2.864836 3.011532 2.438280 -0.06 0.18 0.05
C 3.554077 1.904734 2.767961 0.53 -0.76 0.27
C 3.327657 0.734468 2.065330 -0.24 -0.03 -0.16
C 4.042305 -0.411624 2.397013 0.14 0.23 0.28
C 4.967978 -0.374859 3.437528 0.00 -0.05 -0.02
C 5.182989 0.807115 4.141205 -0.18 -0.10 -0.25
C 4.475964 1.955983 3.801088 -0.02 0.22 0.07
H 2.596535 0.726079 1.264583 0.13 0.06 -0.06
H 3.878023 -1.332034 1.846936 -0.02 0.11 0.03
H 5.522404 -1.270396 3.699455 -0.05 0.10 -0.02
H 5.900993 0.833570 4.953909 -0.08 0.04 -0.09
H 4.636788 2.887322 4.331388 -0.04 -0.04 -0.04
```
Forces are in eV/Å.

As for the spin multiplicity: 1. The value obtained for the LUMO energy is 0.470 eV.

=====

Record 2
This record from the Open Molecules 2025 dataset describes a cluster of 14 separate species, C4H35NO13 in total. The level of theory is wB97M-V/def2-TZVPD.

Geometry as XYZ:
```
53
Properties=species:S:1:pos:R:3:forces:R:3
C 2.239793 2.882698 0.404058 0.02 0.12 0.92
C 1.937574 1.585784 0.550345 1.57 0.40 -1.74
N 1.894091 0.744031 -0.551900 -0.26 -0.28 0.72
C 1.220838 -0.538250 -0.376941 1.05 -0.42 -0.99
C 1.467814 -1.421151 -1.600156 -0.43 -0.44 -1.06
H 2.396847 3.520004 1.263902 0.04 -0.11 0.05
H 2.485304 3.319170 -0.553144 -0.42 -0.03 -0.21
H 2.040641 1.031300 1.470745 -0.71 0.30 0.38
H 1.920119 1.175363 -1.470382 -0.31 -0.21 0.24
H 1.729589 -1.016680 0.466153 -0.48 -0.02 0.26
H 0.148964 -0.501423 -0.176486 0.01 0.32 0.09
H 1.705398 -0.917000 -2.542756 -0.29 0.74 0.29
H 2.317979 -2.104755 -1.577574 -0.15 -0.11 0.70
H 0.546165 -1.960198 -1.829437 0.21 -0.32 0.13
H -2.468322 3.148646 -1.644501 0.27 0.18 0.36
H -3.546322 2.457997 -0.920986 -0.21 -0.22 0.55
O -2.810685 3.043207 -0.740025 0.19 0.09 -0.72
H -3.916008 0.234933 -2.134707 -0.12 0.18 -0.05
H -4.334521 1.737431 -2.358663 -0.28 -0.07 -0.07
O -4.159113 0.910595 -2.811134 0.27 -0.38 0.04
H -3.883131 -0.992748 -0.011542 0.35 -0.88 0.01
H -3.104514 -1.853959 -1.097945 0.44 -1.44 0.29
O -3.437494 -1.009170 -0.870651 -0.76 2.29 -0.47
H -0.391869 -0.880121 2.915146 0.55 -0.11 -0.06
H -0.978881 0.520620 2.406225 0.33 -0.64 0.28
O -1.174933 -0.424544 2.612305 -0.55 0.11 -0.19
H 3.224197 -1.409936 2.576786 0.06 0.78 0.04
H 2.240485 -0.367616 3.406159 0.67 0.30 -0.54
O 2.520685 -1.262229 3.210647 -0.34 -0.90 0.55
H -2.834676 -1.106884 2.240208 -0.05 0.88 0.05
H -3.674553 0.022926 1.582081 0.59 1.63 -0.20
O -3.718160 -0.833800 1.946580 -1.04 -2.04 0.37
H -1.780795 1.898352 -5.075932 -0.53 -0.80 0.08
H -2.765861 1.459643 -3.785137 0.12 -0.26 -0.80
O -2.191390 2.113236 -4.235369 0.07 1.02 0.65
H -1.198899 -3.593517 0.779536 0.00 0.18 0.20
H -1.773968 -2.181107 1.067564 0.22 0.12 0.26
O -1.604533 -2.819841 0.375520 0.03 -0.36 -0.60
H -0.234599 2.433447 1.403151 0.08 0.17 0.28
H -0.502117 2.697888 2.928172 -0.10 0.16 -0.19
O -0.205715 2.042034 2.289957 -0.19 0.02 0.07
H 1.385907 -2.558934 3.842051 -0.90 0.33 0.34
H -0.178416 -2.475267 4.363876 0.59 0.17 0.47
O 0.458132 -2.855791 3.757417 -0.19 -0.58 -0.75
H 3.045077 -2.767061 0.604308 0.13 0.19 0.97
H 3.376669 -3.914882 -0.050018 0.56 -1.13 0.09
O 3.441460 -3.619995 0.868668 -0.69 0.92 -1.08
H 3.646122 -0.279724 0.006558 0.07 0.22 -0.53
H 4.646249 -1.259404 0.608112 0.29 -0.08 -0.33
O 4.301245 -0.952055 -0.241296 -0.10 -0.06 0.72
H 0.632379 3.525678 -4.775950 -0.05 0.51 -0.08
H -0.494847 2.704168 -4.073820 -0.27 0.19 0.18
O 0.394595 2.668870 -4.439773 0.67 -0.62 0.02
```
Forces are in eV/Å.

As for the spin multiplicity: 1. The value obtained for the LUMO energy is -0.040 eV.

=====

Record 3
This record from the Open Molecules 2025 dataset describes a cluster of 3 separate species, C7H15NO in total. The level of theory is wB97M-V/def2-TZVPD.

Geometry as XYZ:
```
24
Properties=species:S:1:pos:R:3:forces:R:3
C 1.817869 -0.509881 -0.042319 0.91 -0.21 -0.30
C -0.349452 0.472079 -0.173639 -0.52 -0.61 0.14
C -0.544349 -0.820310 0.185546 -0.40 0.70 -0.24
C 2.354214 0.140137 -1.279602 0.09 -0.06 0.13
C -0.235270 1.630934 0.751021 -0.01 -0.01 0.00
C -0.672430 -1.322862 1.580888 0.00 0.04 0.00
C -3.117281 -0.093284 -1.340263 0.09 -0.15 -0.45
O 2.311213 -0.078233 1.167154 0.14 0.21 0.23
N -2.816040 0.203897 -0.169390 -0.38 0.01 -0.17
H 2.414381 0.881487 1.153019 -0.01 -0.09 -0.04
H 1.800284 -1.593956 -0.049712 -0.03 -0.04 -0.01
H -0.355617 0.696032 -1.233750 0.07 0.01 -0.01
H -0.692602 -1.530281 -0.620530 0.07 -0.03 0.01
H 1.833885 -0.233670 -2.163040 0.00 0.00 0.01
H 2.232533 1.227757 -1.253035 -0.02 0.00 0.00
H 3.425201 -0.070505 -1.402980 -0.04 0.05 -0.04
H -1.209856 2.124017 0.785370 0.02 0.05 0.02
H 0.492774 2.360336 0.383851 -0.02 -0.02 0.03
H 0.025656 1.337089 1.766462 0.00 -0.02 -0.02
H -1.685383 -1.095374 1.923846 0.02 -0.04 0.06
H -0.525590 -2.401757 1.630616 0.00 0.04 0.01
H 0.038172 -0.841706 2.253825 -0.01 -0.01 -0.02
H -2.392144 -0.460964 -2.113956 -0.15 0.15 0.39
H -4.150168 -0.020982 -1.739381 0.18 0.05 0.26
```
Forces are in eV/Å.

As for the spin multiplicity: 1. The value obtained for the LUMO energy (spin up / spin down) is 0.820 / 0.406 eV.

=====

Record 4
This record from the Open Molecules 2025 dataset describes a structure of composition C13H20NO11P2Ru. The level of theory is wB97M-V/def2-TZVPD.

Geometry as XYZ:
```
48
Properties=species:S:1:pos:R:3:forces:R:3
Ru 0.009994 0.228760 0.126463 0.59 -0.45 -0.08
N -1.093168 -2.672094 2.878497 -0.03 -0.02 -0.01
C -1.935065 -1.475185 2.463323 -0.01 0.03 -0.03
C -3.274734 -1.524377 3.179975 -0.02 0.03 -0.03
P -0.865946 -0.077446 3.096375 0.13 -0.21 -0.15
O -1.637510 1.267791 2.718902 -0.12 -0.02 0.16
O -0.718671 -0.348164 4.534954 -0.01 -0.01 0.05
O 0.369361 -0.114127 2.195415 -0.40 0.30 -0.13
P -2.014083 -1.544383 0.628161 0.11 -0.08 0.10
O -3.140788 -2.660167 0.460714 -0.12 0.09 -0.06
O -2.351052 -0.191359 0.069565 0.05 0.07 0.08
O -0.656007 -2.039134 0.187238 -0.11 -0.03 0.00
H -0.838517 -2.567696 3.868499 0.03 0.04 0.02
H -0.244054 -2.679418 2.296853 -0.01 -0.02 -0.02
H -1.591092 -3.551119 2.728928 -0.01 0.00 0.02
H -3.138884 -1.405541 4.255460 -0.01 -0.01 0.01
H -3.802966 -2.455811 2.972452 0.00 0.00 0.00
H -3.902430 -0.710757 2.816198 0.01 0.00 0.01
H -2.182946 1.594202 3.446839 0.04 0.02 0.00
H -3.356668 -2.897286 -0.450342 0.03 -0.02 0.01
C -4.014284 5.917182 -0.666299 0.00 0.00 0.01
O -4.077441 5.129307 -1.856181 -0.02 0.00 -0.03
C -3.222393 4.116800 -1.980057 0.03 0.00 0.03
C -3.350010 3.387587 -3.200147 -0.02 0.03 0.01
C -2.522375 2.310698 -3.479097 0.03 -0.04 0.00
C -1.567857 1.883604 -2.577612 -0.02 0.01 -0.01
C -0.669831 0.761174 -2.915163 0.04 -0.05 -0.06
C -0.599230 0.274520 -4.331937 0.00 0.01 0.00
O 0.039229 0.214976 -2.075889 -0.18 -0.06 0.12
C -1.437437 2.610726 -1.310754 0.03 0.00 0.05
O -0.596728 2.286049 -0.441289 -0.10 0.14 -0.02
C -2.277391 3.747406 -1.066993 -0.02 0.02 0.01
H -4.784682 6.672826 -0.770795 0.00 0.00 0.00
H -3.037319 6.394058 -0.574966 0.00 0.00 0.00
H -4.216343 5.300306 0.210603 0.00 0.00 0.00
H -4.105052 3.709496 -3.904524 0.00 0.00 0.00
H -2.643397 1.803920 -4.425738 0.00 0.00 0.00
H -0.385968 1.094461 -5.018234 -0.01 0.00 0.00
H -1.552506 -0.169649 -4.625349 0.00 0.00 0.00
H 0.177971 -0.480483 -4.401244 0.00 0.00 0.00
H -2.132069 4.254968 -0.125517 -0.01 0.00 0.00
C 2.273661 2.482541 1.084554 0.00 0.00 -0.01
O 2.816784 1.275972 0.502340 0.06 -0.05 0.04
C 1.969811 0.351049 0.150756 -0.05 0.19 -0.04
O 2.222308 -0.757278 -0.240586 0.09 0.08 -0.04
H 3.132344 3.038663 1.442974 0.00 0.00 0.00
H 1.616286 2.227281 1.913384 0.00 0.00 0.00
H 1.742044 3.052953 0.326793 -0.01 0.00 0.00
```
Forces are in eV/Å.

As for the net charge: +1. As for the spin multiplicity: 5. The value obtained for the LUMO energy (spin up / spin down) is -3.113 / -6.073 eV.

=====

Relative energy (zero: lowest compared OMol25 entry of this formula, charge and spin) readings, ordered: 0.0 79.5 147.6 5.2 kcal/mol